# C6IrN2O4S2

A molecular structure, C6IrN2O4S2 at a distorted geometry (ωB97M-V/def2-TZVPD, the Open Molecules 2025 dataset).

Element x y z (Å)
Ir 0.088 0.832 0.799
S -1.230 2.781 1.151
S -1.600 0.839 -0.893
O 2.240 0.625 0.738
O 3.947 -0.755 1.385
O 0.588 -0.678 2.270
O 2.335 -1.347 3.589
N -3.873 5.278 0.435
N -4.607 2.395 -2.764
C -3.211 3.071 -0.713
C 2.847 -0.271 1.411
C -2.169 2.328 -0.229
C -3.577 4.290 -0.077
C 1.796 -0.868 2.627
C -3.974 2.678 -1.845

Computed properties:
F_max: 5.378 eV/Å
highest occupied orbital energy (alpha / beta): -5.5 / -5.5 eV
E: -1539.876775 hartree
orbital gap (alpha / beta): 6.02 / 6.07 eV
net charge: -1